This record from the OMol25 dataset describes a molecular structure, C16H34As3NO8P2Sc at a distorted geometry. The level of theory is wB97M-V/def2-TZVPD.

Geometry as ORCA input:
```
! RIJCOSX wB97M-V def2-TZVPD def2/J DEFGRID3
* xyz 0 2
Sc 1.34 0.16 1.47
C -0.89 -2.62 1.94
As -1.03 -1.07 0.74
C -3.00 -1.11 0.78
C -0.55 -2.14 -0.88
C -0.65 -1.46 -2.26
C -0.54 -2.57 -3.31
C 0.50 -0.47 -2.51
As 1.10 0.86 -1.13
C 2.52 1.54 -2.28
C -0.23 2.26 -1.46
C -2.01 -0.75 -2.38
As -2.71 -0.35 -4.20
C -4.58 -0.20 -3.59
C -2.39 1.58 -4.29
H -1.59 -3.40 1.63
H -1.13 -2.31 2.96
H 0.12 -3.02 1.92
H -3.37 -2.07 0.41
H -3.44 -0.29 0.21
H -3.28 -0.99 1.83
H -1.16 -3.05 -0.88
H 0.49 -2.42 -0.68
H 0.34 -3.19 -3.13
H -0.45 -2.15 -4.31
H -1.43 -3.21 -3.30
H 0.26 0.11 -3.41
H 1.41 -1.04 -2.73
H 2.12 1.87 -3.24
H 3.27 0.77 -2.45
H 2.98 2.39 -1.77
H -0.46 2.31 -2.52
H 0.22 3.19 -1.12
H -1.12 2.08 -0.87
H -2.00 0.17 -1.78
H -2.77 -1.41 -1.95
H -4.97 -1.18 -3.32
H -5.20 0.21 -4.39
H -4.65 0.47 -2.73
H -1.35 1.79 -4.53
H -2.66 2.07 -3.35
H -3.01 2.00 -5.08
O -1.90 1.69 2.74
P -0.33 1.80 3.05
O 0.00 2.72 4.15
O 0.16 0.37 3.07
O 0.19 2.42 1.61
P 1.82 2.89 1.59
O 1.89 4.02 2.68
O 2.12 3.33 0.23
O 2.52 1.61 2.06
H -2.34 2.52 2.96
H 1.38 3.73 3.48
O 2.15 -1.57 1.38
N 2.74 -1.19 2.55
C 2.14 -1.46 3.77
C 2.73 -1.05 4.93
C 4.00 -0.44 4.91
C 4.65 -0.31 3.68
C 4.05 -0.70 2.52
H 1.17 -1.92 3.73
H 2.21 -1.23 5.86
H 4.46 -0.10 5.83
H 5.65 0.11 3.62
H 4.50 -0.63 1.55
*
```

* E: -256815.802 eV
* HOMO-LUMO gap (alpha / beta): 5.950 / 9.352 eV
* LUMO energy (alpha / beta): 0.34 / 0.34 eV
* relative energy (zero: lowest compared OMol25 entry of this formula, charge and spin): 0.0 kcal per mole